No. 1
This record from the OMol25 dataset describes a molecular structure, C8H10Br15IO4S in a non-equilibrium geometry. The level of theory is ωB97M-V/def2-TZVPD.

The gap between HOMO and LUMO comes out at 8.62 eV. Its maximum force is 2.53 eV Å⁻¹.

Each line ends with the Löwdin charge.
Cartesian coordinates (Å):
O -0.767 -3.434 -2.629  -0.390
S -1.940 -3.385 -1.795  0.779
O -2.214 -1.842 -1.392  -1.017
I -2.585 -0.471 -2.813  0.991
O -3.174 -3.621 -2.806  -0.370
C -4.399 -4.084 -2.206  -0.178
C -5.296 -2.967 -1.789  -0.369
C -6.714 -3.279 -1.591  -0.017
O -6.181 -2.455 -2.729  -0.051
H -4.169 -4.707 -1.337  0.126
H -4.903 -4.667 -2.975  0.142
H -4.860 -2.239 -1.099  0.136
H -7.220 -4.091 -2.094  0.117
H -7.284 -2.614 -0.955  0.110
C 0.238 -1.154 0.789  -1.630
Br 1.060 -2.516 1.868  0.565
Br -1.362 -0.468 1.609  0.582
Br 1.462 0.265 0.378  0.553
H -0.053 -1.611 -0.148  -0.063
C 4.645 -4.931 2.290  -1.654
Br 6.446 -4.405 2.701  0.575
Br 4.530 -6.802 1.870  0.574
Br 3.433 -4.450 3.702  0.542
H 4.341 -4.383 1.410  -0.032
C 2.701 2.727 -2.905  -1.679
Br 3.763 1.516 -3.953  0.582
Br 2.905 4.545 -3.486  0.564
Br 0.861 2.190 -2.843  0.530
H 3.068 2.681 -1.890  -0.097
C 1.383 4.828 1.356  -1.633
Br 0.610 3.335 2.278  0.561
Br 3.005 4.343 0.437  0.588
Br 0.128 5.652 0.159  0.580
H 1.654 5.565 2.099  -0.110
C 3.411 7.472 4.187  -1.640
Br 2.637 5.967 5.099  0.588
Br 5.025 6.990 3.267  0.580
Br 2.143 8.297 2.998  0.597
H 3.673 8.205 4.936  -0.032



No. 2
This record from the OMol25 dataset describes a molecular structure, C33H40HgN8O2S4SbTe in a non-equilibrium geometry. The level of theory is ωB97M-V/def2-TZVPD.

The net charge is -1. The gap between HOMO and LUMO comes out at 5.50 eV. Its maximum force is 1.49 eV Å⁻¹. The relative energy (zero: lowest compared OMol25 entry of this formula, charge and spin) comes out at 0.149 eV.

Each line ends with the Löwdin charge.
Cartesian coordinates (Å):
Hg 1.547 0.994 1.724  0.456
S 5.507 1.919 2.330  -0.366
Sb 4.165 0.608 3.664  0.157
S 2.097 2.011 3.810  -0.264
S 2.982 -0.890 2.021  -0.313
O -5.743 1.871 2.899  -0.056
C -4.582 2.202 3.634  -0.218
C -3.383 1.472 3.089  -0.180
C -2.495 0.821 3.941  0.002
C -1.344 0.274 3.402  -0.144
N -1.045 0.343 2.115  0.004
C -1.914 0.915 1.274  -0.251
C -3.104 1.479 1.733  0.050
C -1.544 0.909 -0.145  -0.285
C -2.245 1.641 -1.105  0.027
C -1.876 1.568 -2.436  -0.181
C -2.622 2.340 -3.494  -0.220
O -3.184 3.540 -3.027  -0.057
C -0.791 0.763 -2.770  0.006
C -0.161 0.073 -1.753  -0.178
N -0.511 0.135 -0.484  -0.015
H -6.480 2.374 3.257  0.085
H -4.709 1.951 4.698  0.118
H -4.392 3.287 3.560  0.131
H -2.682 0.760 5.002  0.111
H -0.620 -0.232 4.033  0.114
H -3.808 1.923 1.050  0.118
H -3.062 2.286 -0.821  0.117
H -3.464 1.742 -3.863  0.131
H -1.947 2.525 -4.345  0.123
H -2.502 4.008 -2.531  0.096
H -0.457 0.697 -3.795  0.110
H 0.672 -0.585 -1.963  0.065
C 2.313 -1.337 -4.675  -0.075
C 3.168 -2.236 -3.783  -0.397
C 2.317 -3.060 -2.819  -0.075
C 4.206 -1.391 -3.021  -0.117
N 3.622 -0.296 -2.310  -0.100
C 3.180 -0.238 -1.042  -0.196
N 2.732 0.975 -0.826  0.013
N 2.900 1.640 -1.964  -0.035
N 3.425 0.904 -2.853  0.067
H 1.666 -1.930 -5.317  0.078
H 2.945 -0.714 -5.304  0.077
H 1.686 -0.682 -4.074  0.048
H 3.741 -2.924 -4.416  0.132
H 1.676 -2.420 -2.213  0.030
H 2.948 -3.631 -2.139  0.081
H 1.683 -3.755 -3.367  0.082
H 4.922 -0.964 -3.728  0.129
H 4.732 -2.012 -2.294  0.135
H 3.226 -1.028 -0.319  -0.001
C 1.593 5.056 2.804  -0.136
N 2.358 4.709 1.649  -0.166
C 3.774 5.010 1.555  -0.133
C 4.182 4.353 0.229  -0.170
N 2.900 3.999 -0.356  0.022
C 1.937 4.034 0.581  -0.859
S 0.391 3.421 0.346  0.613
H 2.162 4.824 3.707  0.048
H 0.679 4.463 2.811  0.034
H 1.335 6.121 2.791  0.085
H 4.313 4.560 2.395  0.078
H 3.924 6.098 1.562  0.117
H 4.791 3.459 0.427  0.011
H 4.731 5.029 -0.431  0.107
H 2.847 3.321 -1.110  0.054
Te 0.044 -2.219 0.825  1.363
C -0.227 -4.354 1.139  -0.487
C -1.045 -4.799 2.166  -0.150
C -1.355 -6.138 2.306  -0.101
C -0.836 -7.064 1.417  -0.111
C 0.003 -6.639 0.402  -0.106
C 0.301 -5.294 0.266  -0.147
C -2.009 -2.169 0.244  -0.490
C -3.007 -1.971 1.183  -0.148
C -4.322 -1.786 0.792  -0.086
C -4.651 -1.802 -0.552  -0.098
C -3.666 -2.034 -1.496  -0.092
C -2.356 -2.222 -1.094  -0.147
H -1.446 -4.078 2.866  0.086
H -2.003 -6.463 3.108  0.096
H -1.088 -8.111 1.518  0.093
H 0.419 -7.358 -0.290  0.095
H 0.950 -4.962 -0.533  0.076
H -2.754 -1.939 2.235  0.091
H -5.088 -1.608 1.536  0.103
H -5.672 -1.624 -0.860  0.095
H -3.916 -2.056 -2.549  0.098
H -1.584 -2.396 -1.831  0.092



No. 3
This record from the OMol25 dataset describes a molecular structure, C23H26IIrN4O3S2. The level of theory is ωB97M-V/def2-TZVPD.

The gap between HOMO and LUMO comes out at 5.65 eV. Its maximum force is 0.42 eV Å⁻¹. The relative energy (zero: lowest compared OMol25 entry of this formula, charge and spin) comes out at 0.084 eV.

Each line ends with the Löwdin charge.
Cartesian coordinates (Å):
Ir -1.086 -0.744 -1.379  0.614
C -0.112 3.569 -2.894  -0.017
C -0.119 3.351 -1.414  -0.265
N 0.465 4.227 -0.634  0.110
C 0.463 4.029 0.703  -0.140
C -0.146 2.959 1.300  -0.182
C -0.126 2.824 2.793  -0.203
O 0.481 1.574 3.137  -0.071
C -0.763 1.981 0.484  -0.091
C -1.533 0.919 1.094  -0.040
N -1.795 -0.207 0.539  -0.093
C -2.734 -1.082 1.153  -0.352
C -2.663 -1.412 2.498  -0.017
C -3.606 -2.262 3.056  -0.068
C -4.623 -2.787 2.274  -0.076
C -4.693 -2.476 0.922  -0.129
C -3.746 -1.635 0.371  -0.604
I -3.735 -1.206 -1.678  1.162
C -0.743 2.149 -0.919  -0.326
O -1.238 1.334 -1.786  -0.239
H 0.411 4.495 -3.123  0.078
H -1.132 3.613 -3.279  0.087
H 0.365 2.729 -3.403  0.086
H 0.975 4.777 1.298  0.115
H -1.144 2.871 3.200  0.124
H 0.438 3.659 3.217  0.121
H 0.504 1.501 4.097  0.097
H -1.971 1.117 2.072  0.137
H -1.846 -1.018 3.091  0.118
H -3.536 -2.527 4.103  0.107
H -5.353 -3.458 2.706  0.107
H -5.469 -2.904 0.302  0.101
C 0.212 -3.549 -4.844  -0.145
C -0.206 -2.971 -3.513  -0.774
S -0.454 -1.224 -3.549  0.500
C -0.351 -3.698 -2.403  -0.775
C -0.131 -5.183 -2.327  -0.138
S -0.821 -2.983 -0.856  0.500
H 0.063 -2.817 -5.638  0.049
H -0.368 -4.437 -5.100  0.072
H 1.270 -3.824 -4.847  0.079
H 0.291 -5.577 -3.250  0.062
H -1.069 -5.708 -2.126  0.073
H 0.553 -5.427 -1.511  0.066
N 0.765 -0.350 -0.886  0.027
C 1.711 0.062 -0.380  -0.146
N 2.708 0.622 0.247  -0.055
C 2.956 2.063 0.117  -0.076
C 3.237 2.614 1.502  -0.176
O 4.291 1.897 2.126  -0.116
C 3.938 0.540 2.320  -0.183
C 3.702 -0.154 0.990  -0.092
H 2.075 2.539 -0.315  0.100
H 3.814 2.224 -0.542  0.140
H 2.326 2.548 2.111  0.097
H 3.553 3.654 1.438  0.135
H 3.029 0.475 2.932  0.120
H 4.762 0.069 2.852  0.129
H 3.324 -1.165 1.136  0.138
H 4.631 -0.199 0.415  0.133



No. 4
This record from the OMol25 dataset describes C4H5NO2 in the gas phase in a non-equilibrium geometry. The level of theory is ωB97M-V/def2-TZVPD.

The gap between HOMO and LUMO comes out at 8.23 eV. Its maximum force is 4.40 eV Å⁻¹. The relative energy (zero: lowest compared OMol25 entry of this formula, charge and spin) comes out at 2.151 eV. As for the SMILES: Oc1cc[nH]c1O.

Each line ends with the Löwdin charge.
Cartesian coordinates (Å):
O 2.014 0.014 0.598  0.030
C 0.638 0.097 0.428  -0.309
C -0.454 0.455 1.209  -0.047
C -1.605 0.344 0.411  -0.147
N -1.204 -0.077 -0.860  0.051
C 0.184 -0.297 -0.774  -0.373
O 0.922 -0.566 -1.864  0.039
H 2.408 -0.593 1.210  0.096
H -0.394 0.985 2.176  0.113
H -2.650 0.636 0.732  0.119
H -1.750 -0.842 -1.544  0.240
H 1.893 -0.156 -1.722  0.189



No. 5
This record from the OMol25 dataset describes a molecular structure, C3H4MnO4 in a non-equilibrium geometry. The level of theory is ωB97M-V/def2-TZVPD.

Its spin multiplicity is 6. The net charge is +2. The gap between HOMO and LUMO (spin up / spin down) comes out at 6.78 / 6.52 eV. Its maximum force is 4.49 eV Å⁻¹. The relative energy (zero: lowest compared OMol25 entry of this formula, charge and spin) comes out at 0.485 eV.

Each line ends with the Mulliken spin population.
Cartesian coordinates (Å):
C -0.607 -0.091 1.092  -0.001
C 0.106 -1.216 0.338  0.002
O 0.446 -0.648 -0.940  0.021
C 0.038 0.583 -1.018  0.040
O 0.134 0.383 2.115  0.001
O 0.172 1.275 -2.027  0.109
O -0.551 1.026 0.048  0.007
Mn 0.845 1.318 -3.691  4.820
H -1.668 -0.250 1.312  -0.001
H -0.538 -2.081 0.161  0.001
H 1.031 -1.509 0.843  0.001
H 0.593 1.211 1.768  0.000



No. 6
This record from the OMol25 dataset describes C5H8O2 in the gas phase in a non-equilibrium geometry. The level of theory is ωB97M-V/def2-TZVPD.

The gap between HOMO and LUMO comes out at 9.43 eV. Its maximum force is 3.48 eV Å⁻¹. The relative energy (zero: lowest compared OMol25 entry of this formula, charge and spin) comes out at 4.844 eV. As for the SMILES: C[C@H]1O[C@H]2C[C@]21O.

Each line ends with the Löwdin charge.
Cartesian coordinates (Å):
C 1.809 -0.374 -0.268  -0.050
C 0.558 -0.948 0.281  -0.224
O 0.267 -0.475 1.588  -0.056
C -0.882 0.219 1.178  -0.202
C -0.674 1.215 -0.020  -0.025
C -1.055 -0.170 -0.226  -0.346
O -1.979 -0.854 -0.983  0.048
H 1.435 0.752 -0.674  0.095
H 2.524 0.016 0.461  0.084
H 2.284 -0.985 -1.050  0.081
H 0.283 -1.981 0.086  0.136
H -1.603 0.364 1.979  0.150
H 0.443 1.416 -0.464  0.094
H -1.210 2.158 -0.108  0.104
H -2.202 -0.351 -1.780  0.110



No. 7
This record from the OMol25 dataset describes a molecular structure, C45H37IN6OP2TeTi. The level of theory is ωB97M-V/def2-TZVPD.

Its spin multiplicity is 2. The net charge is +1. The gap between HOMO and LUMO (spin up / spin down) comes out at 6.88 / 7.02 eV. Its maximum force is 0.60 eV Å⁻¹. The relative energy (zero: lowest compared OMol25 entry of this formula, charge and spin) comes out at 0.000 eV.

Each line ends with the Mulliken spin population.
Cartesian coordinates (Å):
Ti 0.242 -0.628 -1.345  0.920
O 0.991 -0.794 -5.301  -0.001
C 0.984 -1.018 -4.104  0.005
N 1.121 -0.115 -3.094  -0.007
C 0.742 1.231 -3.506  0.024
C -0.769 1.282 -3.472  0.015
C -1.501 2.202 -4.202  -0.001
C -2.882 2.134 -4.172  0.001
C -3.488 1.155 -3.399  0.001
C -2.689 0.306 -2.660  0.008
N -1.351 0.363 -2.680  -0.009
C 0.592 -2.416 -3.657  0.027
C 0.900 -3.526 -4.423  -0.001
C 0.404 -4.756 -4.028  0.002
C -0.404 -4.828 -2.900  0.009
C -0.661 -3.671 -2.192  0.041
N -0.163 -2.483 -2.554  -0.065
H 1.096 1.462 -4.511  0.006
H 1.157 1.974 -2.819  -0.015
H -0.984 2.935 -4.806  0.000
H -3.479 2.827 -4.751  0.000
H -4.563 1.051 -3.358  0.000
H -3.134 -0.449 -2.026  0.001
H 1.498 -3.396 -5.314  0.000
H 0.631 -5.648 -4.597  0.000
H -0.829 -5.765 -2.571  0.000
H -1.285 -3.689 -1.305  -0.010
Te 0.840 2.690 2.820  -0.001
C -0.944 2.301 3.899  0.000
C -1.825 3.336 4.182  0.000
C -2.990 3.049 4.882  0.000
N -3.321 1.829 5.298  0.000
C -2.462 0.848 5.031  0.000
C -1.273 1.027 4.342  0.000
C 0.568 1.342 1.264  -0.011
P -0.700 1.288 0.087  -0.037
C -2.288 0.664 0.729  -0.011
C -2.522 -0.688 0.499  -0.082
C -3.573 -1.355 1.108  -0.004
C -4.431 -0.647 1.938  0.000
C -4.234 0.711 2.149  0.000
C -3.162 1.362 1.558  -0.001
C -1.043 2.932 -0.592  -0.018
C -2.319 3.344 -0.964  -0.003
C -2.507 4.582 -1.565  0.001
C -1.423 5.411 -1.804  -0.002
C -0.146 5.009 -1.431  0.001
C 0.042 3.778 -0.825  0.001
P 1.313 -0.212 1.071  0.022
C 3.129 -0.035 1.056  -0.001
C 3.651 1.079 0.395  -0.001
C 5.018 1.229 0.229  0.001
C 5.886 0.263 0.722  -0.001
C 5.380 -0.844 1.384  0.000
C 4.009 -0.996 1.547  0.000
C 1.033 -1.372 2.455  -0.057
C 0.117 -2.410 2.303  0.005
C -0.180 -3.265 3.356  0.004
C 0.444 -3.083 4.582  0.000
C 1.359 -2.050 4.749  0.000
C 1.655 -1.202 3.694  -0.001
H -1.625 4.349 3.857  0.000
H -3.694 3.840 5.114  0.000
H -2.744 -0.141 5.377  0.000
H -0.629 0.180 4.154  0.000
H -1.871 -1.244 -0.186  0.120
H -3.738 -2.410 0.924  0.000
H -5.257 -1.155 2.419  0.000
H -4.897 1.257 2.807  0.000
H -2.990 2.412 1.761  0.000
H -3.172 2.703 -0.786  0.000
H -3.504 4.898 -1.842  0.000
H -1.571 6.377 -2.270  0.000
H 0.700 5.663 -1.601  0.000
H 1.033 3.470 -0.509  -0.003
H 2.971 1.836 0.019  -0.001
H 5.408 2.100 -0.282  0.000
H 6.954 0.377 0.595  0.000
H 6.054 -1.595 1.777  0.000
H 3.630 -1.867 2.066  0.000
H -0.407 -2.528 1.356  0.067
H -0.900 -4.062 3.225  0.000
H 0.215 -3.742 5.409  0.000
H 1.838 -1.902 5.708  0.000
H 2.361 -0.392 3.834  0.000
I 6.193 -2.893 -1.936  0.000
C 4.230 -2.691 -1.369  -0.001
C 3.535 -3.469 -0.474  0.000
N 2.293 -2.958 -0.402  0.049
N 2.140 -1.887 -1.202  -0.035
C 3.316 -1.717 -1.793  0.015
H 3.835 -4.322 0.110  0.000
H 1.555 -3.230 0.229  0.030
H 3.460 -0.912 -2.494  0.000



No. 8
This record from the OMol25 dataset describes C8H16N2O4S in the gas phase in a non-equilibrium geometry. The level of theory is ωB97M-V/def2-TZVPD.

The gap between HOMO and LUMO comes out at 8.96 eV. Its maximum force is 4.91 eV Å⁻¹. The relative energy (zero: lowest compared OMol25 entry of this formula, charge and spin) comes out at 5.254 eV. As for the SMILES: CSCC[C@H](N)C(=O)N[C@@H](CO)C(=O)O.

Each line ends with the Löwdin charge.
Cartesian coordinates (Å):
C -1.795 -4.059 2.896  -0.447
S -2.493 -3.132 1.401  0.724
C -1.380 -1.719 1.003  -0.498
C -1.727 -1.289 -0.507  -0.251
C -0.881 -0.165 -1.067  -0.383
N -0.879 0.169 -2.565  -0.013
C 0.611 -0.448 -0.827  -0.487
O 1.077 -1.525 -0.849  0.101
N 1.569 0.497 -0.472  0.102
C 1.342 1.911 -0.630  -0.256
C 1.017 2.737 0.628  -0.213
O 2.122 2.469 1.393  -0.046
C 2.570 2.440 -1.474  -0.419
O 3.489 1.827 -1.946  0.139
O 2.500 3.825 -1.497  0.070
H -2.317 -5.161 2.738  0.064
H -2.059 -3.568 4.085  0.114
H -0.729 -4.316 2.765  0.001
H -1.768 -0.867 1.678  0.087
H -0.288 -1.968 1.112  0.084
H -2.851 -1.053 -0.565  0.129
H -1.408 -2.188 -1.182  0.133
H -1.171 0.938 -0.683  0.159
H -1.176 -0.905 -3.100  0.188
H -1.707 0.934 -2.534  0.114
H 2.625 0.331 -0.511  0.186
H 0.520 2.263 -1.420  0.180
H 0.172 2.464 1.248  0.125
H 1.171 3.899 0.368  0.159
H 2.143 1.529 1.538  0.083
H 1.701 4.128 -1.023  0.072



Copy entry 5 word for word.
This record from the OMol25 dataset describes a molecular structure, C3H4MnO4 in a non-equilibrium geometry. The level of theory is ωB97M-V/def2-TZVPD.

Its spin multiplicity is 6. The net charge is +2. The gap between HOMO and LUMO (spin up / spin down) comes out at 6.78 / 6.52 eV. Its maximum force is 4.49 eV Å⁻¹. The relative energy (zero: lowest compared OMol25 entry of this formula, charge and spin) comes out at 0.485 eV.

Each line ends with the Mulliken spin population.
Cartesian coordinates (Å):
C -0.607 -0.091 1.092  -0.001
C 0.106 -1.216 0.338  0.002
O 0.446 -0.648 -0.940  0.021
C 0.038 0.583 -1.018  0.040
O 0.134 0.383 2.115  0.001
O 0.172 1.275 -2.027  0.109
O -0.551 1.026 0.048  0.007
Mn 0.845 1.318 -3.691  4.820
H -1.668 -0.250 1.312  -0.001
H -0.538 -2.081 0.161  0.001
H 1.031 -1.509 0.843  0.001
H 0.593 1.211 1.768  0.000



Q: What is the formula in the sixth record?
A: C5H8O2



Q: The highest maximum force belongs to which entry?
A: C8H16N2O4S